Molecular formula: C44H54N7O3SSeSm
Method: DFT, ωB97M-V with the def2-TZVPD basis set

Each line ends with the Löwdin charge.
Element x y z (Å)
Sm 0.6275 0.9579 -1.4599  1.23
C -1.4058 -6.3423 0.6447  -0.06
C -0.6391 -5.3043 1.4938  -0.56
C -1.2328 -5.2593 2.9190  -0.06
C 0.8260 -5.7912 1.6149  -0.07
C -0.7621 -3.9084 0.8383  -0.16
C 0.3568 -3.1786 0.4028  -0.07
C 0.2254 -1.9223 -0.1853  -0.39
Se 1.8860 -1.0649 -0.7303  1.02
C 1.9806 -0.0808 0.9900  -0.34
C 2.6131 -0.8347 1.9784  -0.09
C 2.8048 -0.3639 3.2813  -0.17
C 2.3365 0.9256 3.5862  0.02
C 1.6858 1.7543 2.6413  -0.07
C 1.4999 1.2456 1.3155  -0.31
O 0.8761 2.0307 0.4017  -0.32
C 1.2270 3.1646 3.1402  -0.52
C 0.5170 4.0461 2.0840  -0.08
C 0.2318 2.9949 4.3135  -0.06
C 2.4626 3.9631 3.6221  -0.06
C 3.5137 -1.2698 4.3167  -0.56
C 4.9368 -1.6069 3.8186  -0.06
C 2.7058 -2.5747 4.4962  -0.06
C 3.6528 -0.6114 5.7111  -0.08
C -1.0603 -1.3498 -0.3553  -0.32
O -1.1877 -0.1315 -0.9219  -0.37
C -2.2211 -2.0551 0.0690  -0.07
C -2.0348 -3.3298 0.6609  0.02
C -3.6461 -1.4510 -0.1108  -0.50
C -4.7731 -2.3802 0.4115  -0.07
C -3.7634 -0.1242 0.6748  -0.04
C -3.9336 -1.2059 -1.6107  -0.06
H -1.3311 -7.3543 1.0989  0.09
H -0.9828 -6.3889 -0.3823  0.09
H -2.4843 -6.0952 0.5641  0.08
H -1.1553 -6.2544 3.4084  0.09
H -2.3059 -4.9782 2.9108  0.08
H -0.6843 -4.5198 3.5421  0.09
H 0.8688 -6.7955 2.0903  0.09
H 1.4241 -5.0984 2.2455  0.08
H 1.3007 -5.8767 0.6135  0.09
H 1.3572 -3.5682 0.5092  0.08
H 2.9642 -1.8227 1.7143  0.08
H 2.4765 1.3050 4.5815  0.08
H -0.4205 3.5687 1.7261  0.08
H 1.1897 4.2691 1.2279  0.09
H 0.2268 5.0263 2.5221  0.08
H -0.6658 2.4321 3.9772  0.09
H -0.1004 3.9847 4.6959  0.08
H 0.6771 2.4527 5.1715  0.08
H 3.1804 4.1020 2.7849  0.09
H 2.9958 3.4578 4.4522  0.08
H 2.1638 4.9671 3.9947  0.08
H 4.9181 -2.1433 2.8475  0.08
H 5.4641 -2.2604 4.5471  0.08
H 5.5313 -0.6765 3.6900  0.09
H 2.6177 -3.1397 3.5453  0.07
H 1.6805 -2.3473 4.8603  0.09
H 3.1985 -3.2440 5.2344  0.09
H 4.2570 0.3200 5.6524  0.09
H 4.1664 -1.2967 6.4202  0.09
H 2.6551 -0.3750 6.1407  0.09
H -2.8821 -3.8993 0.9969  0.09
H -4.6595 -2.5734 1.5003  0.09
H -4.7789 -3.3476 -0.1363  0.09
H -5.7713 -1.9131 0.2632  0.09
H -3.5753 -0.3004 1.7560  0.11
H -4.7822 0.3071 0.5650  0.09
H -3.0517 0.6470 0.3248  0.06
H -3.8666 -2.1607 -2.1758  0.10
H -3.2318 -0.4857 -2.0712  0.05
H -4.9550 -0.7902 -1.7512  0.09
S -2.5111 7.5398 -4.2648  0.97
N -0.9247 7.0673 -4.1938  -0.22
C -0.9059 5.8498 -3.6211  -0.28
C 0.2449 5.0478 -3.3530  -0.09
C 1.5439 5.4859 -3.6841  0.03
C 2.6250 4.6695 -3.4025  -0.02
C 2.3671 3.4544 -2.8045  -0.11
N 1.1280 3.0166 -2.4792  -0.01
C 0.0412 3.7819 -2.7362  -0.13
C -1.2552 3.3112 -2.3899  -0.13
N -1.3990 2.0993 -1.8043  0.04
C -2.6283 1.6409 -1.4702  -0.13
C -3.7981 2.3378 -1.6870  -0.01
C -3.6997 3.5823 -2.2836  0.03
C -2.4279 4.0775 -2.6391  -0.08
C -2.2687 5.3551 -3.2572  -0.28
N -3.2453 6.2250 -3.5740  -0.23
H 1.7027 6.4530 -4.1556  0.12
H 3.6384 4.9705 -3.6416  0.12
H 3.1729 2.7681 -2.5578  0.07
H -2.6384 0.6584 -1.0057  0.02
H -4.7570 1.9227 -1.3993  0.11
H -4.5978 4.1658 -2.4729  0.12
C 0.0250 -1.9492 -6.5749  -0.04
N 0.1368 -0.7879 -5.7175  -0.09
C 1.3927 -0.0337 -5.7642  -0.02
C 1.4671 0.4865 -4.3255  -0.43
O 2.3350 1.2396 -3.9052  -0.02
N 0.4238 -0.0457 -3.5870  0.06
C -0.2701 -0.7631 -4.4160  -0.40
N -1.3587 -1.4789 -4.0785  0.23
H 0.3929 -1.7188 -7.5804  0.10
H -1.0182 -2.2652 -6.6742  0.09
H 0.6090 -2.7855 -6.1766  0.10
H 1.3264 0.7984 -6.4686  0.14
H 2.2563 -0.6750 -5.9636  0.14
H -1.6719 -1.2521 -3.1395  0.08
H -2.1148 -1.3987 -4.7465  0.12
H 2.7265 1.0728 -1.7152  -0.08

Forces on the atoms, in the same order (eV/Å):
Sm 0.5 3.4 0.2
C -0.2 -0.2 -0.2
C 0.0 -0.1 0.1
C -0.1 0.0 0.3
C 0.2 0.1 -0.1
C 0.2 0.1 -0.1
C -0.9 -0.1 0.1
C -0.7 -1.2 0.3
Se 1.5 -2.9 2.0
C 0.4 0.6 1.0
C -0.2 0.4 0.1
C -0.1 0.3 0.3
C -0.2 -0.3 -1.2
C 0.3 -0.7 0.2
C -0.6 1.0 -0.7
O 0.8 -1.0 1.6
C -0.1 0.1 -0.2
C -0.2 0.3 -0.3
C -0.2 -0.1 0.3
C 0.3 0.1 0.1
C 0.1 -0.1 0.1
C 0.3 -0.1 -0.1
C -0.2 -0.3 0.1
C -0.1 0.2 0.0
C 0.0 0.4 -0.2
O 0.1 -3.6 1.1
C 0.1 -0.9 0.4
C 0.9 0.8 -0.4
C 0.1 0.0 0.0
C 0.1 -0.3 0.1
C 0.0 0.3 0.6
C -0.1 -0.1 -0.6
H 0.0 0.6 -0.2
H -0.3 0.0 0.6
H 0.6 -0.1 0.0
H 0.0 0.5 -0.3
H 0.6 -0.1 0.0
H -0.3 -0.4 -0.3
H -0.1 0.6 -0.3
H -0.3 -0.4 -0.4
H -0.2 0.1 0.6
H 0.0 -0.2 0.1
H 0.1 -0.1 0.0
H 0.0 0.1 0.2
H 0.7 0.3 0.1
H -0.6 -0.3 0.5
H 0.3 -0.5 0.1
H 0.5 0.3 0.2
H 0.2 -0.5 -0.3
H -0.2 0.2 -0.5
H -0.4 -0.1 0.5
H -0.3 0.2 -0.4
H 0.1 -0.5 -0.3
H 0.0 0.3 0.5
H -0.3 0.4 -0.3
H -0.3 -0.5 0.0
H 0.0 0.3 0.5
H 0.6 -0.1 -0.2
H -0.2 0.4 -0.4
H -0.4 -0.5 0.1
H -0.3 0.3 -0.5
H 0.6 -0.1 -0.2
H -0.3 0.0 0.0
H 0.0 0.0 -0.7
H 0.0 0.5 0.4
H 0.7 -0.1 0.0
H -0.2 0.1 -0.6
H 0.4 -0.3 0.1
H -0.7 -0.8 1.3
H -0.1 0.4 0.3
H -0.5 -0.7 0.2
H 0.5 -0.3 0.1
S 0.6 -1.2 0.5
N -1.0 -1.2 0.6
C -2.6 1.0 -0.2
C 0.4 -0.3 0.1
C 0.0 -0.4 0.1
C -0.7 0.7 -0.2
C -0.6 -0.6 0.7
N 0.4 2.0 -0.8
C 2.9 1.4 -0.9
C -3.1 -0.6 0.7
N -2.1 1.2 -0.5
C 0.7 1.0 -0.6
C 0.0 1.1 -0.5
C 0.2 -0.2 0.1
C 0.0 -0.5 0.2
C 1.0 2.4 -1.2
N 1.7 -0.2 -0.1
H -0.3 -0.1 0.1
H -0.1 -0.1 0.1
H -0.3 0.1 0.1
H 0.4 1.2 -1.0
H 0.1 0.0 0.0
H 0.3 0.1 -0.1
C -0.5 -0.4 -0.2
N 0.9 0.5 0.0
C -0.6 0.1 0.5
C 2.1 0.8 -0.3
O -1.5 -1.5 -1.6
N 0.4 0.0 -1.2
C -0.8 -0.9 -1.3
N -0.5 0.4 0.5
H -0.1 0.1 0.3
H 0.2 0.0 0.0
H 0.0 0.0 0.0
H 0.2 -0.1 0.0
H -0.1 0.1 -0.1
H 0.0 -0.2 0.2
H 0.1 -0.4 0.0
H 0.4 -0.5 0.9

HOMO energy (spin up / spin down), Ha: -0.2323 / -0.2297
Gap between HOMO and LUMO (spin up / spin down), eV: 5.39 / 5.32
<S²>: 8.76
2S+1: 6